1.
The following is a quantum chemistry calculation of a molecular structure, C50H46AsKN4Si2, from the Open Molecules 2025 dataset.

XYZ file:
```
104
C50H46AsKN4Si2 | the Open Molecules 2025 dataset | ωB97M-V/def2-TZVPD
K -0.25 0.25 0.27
C 4.72 -3.99 5.06
C 3.46 -4.34 4.59
C 2.80 -3.52 3.68
C 3.38 -2.33 3.23
C 4.65 -1.99 3.71
C 5.31 -2.81 4.61
C 2.67 -1.47 2.24
C 2.37 -0.14 2.63
C 2.70 0.43 3.93
C 2.32 1.73 3.89
C 1.76 1.95 2.56
N 1.79 0.79 1.86
C 1.30 3.19 2.10
C 0.79 3.50 0.81
C 0.31 4.81 0.39
C -0.13 4.66 -0.88
C 0.11 3.27 -1.25
C -0.24 2.66 -2.47
C -1.09 3.46 -3.39
C -0.59 4.57 -4.08
C -1.40 5.31 -4.93
C -2.73 4.95 -5.11
C -3.23 3.84 -4.43
C -2.42 3.11 -3.58
C 0.05 1.34 -2.86
N 0.74 0.44 -2.13
C 0.76 -0.71 -2.82
C 1.31 -1.94 -2.38
C 1.38 -3.03 -3.39
C 2.10 -2.87 -4.57
C 2.17 -3.88 -5.52
C 1.52 -5.09 -5.29
C 0.80 -5.27 -4.12
C 0.73 -4.25 -3.18
C 1.82 -2.23 -1.10
C 2.57 -3.44 -0.77
C 2.95 -3.32 0.52
C 2.42 -2.03 0.98
N 1.75 -1.43 -0.02
C 0.07 -0.53 -4.10
C -0.37 0.74 -4.12
N 0.67 2.63 -0.20
C 1.35 4.33 3.06
C 2.56 4.88 3.47
C 2.61 5.94 4.36
C 1.43 6.47 4.87
C 0.21 5.93 4.48
C 0.17 4.87 3.58
H 5.24 -4.62 5.76
H 2.99 -5.25 4.92
H 1.82 -3.78 3.32
H 5.11 -1.08 3.36
H 6.30 -2.53 4.97
H 3.14 -0.08 4.77
H 2.40 2.46 4.68
H 0.30 5.72 0.97
H -0.58 5.42 -1.51
H 0.45 4.84 -3.94
H -0.99 6.16 -5.45
H -3.36 5.52 -5.77
H -4.27 3.55 -4.56
H -2.82 2.25 -3.05
H 2.61 -1.93 -4.74
H 2.74 -3.73 -6.43
H 1.57 -5.88 -6.03
H 0.28 -6.20 -3.93
H 0.16 -4.38 -2.27
H 2.82 -4.25 -1.45
H 3.56 -4.00 1.09
H -0.09 -1.28 -4.86
H -0.94 1.22 -4.90
H 3.48 4.46 3.06
H 3.56 6.35 4.66
H 1.46 7.30 5.57
H -0.71 6.34 4.87
H -0.78 4.45 3.28
C -4.50 -3.77 -0.57
Si -3.07 -2.65 -1.12
C -1.56 -3.35 -0.23
C -2.79 -3.02 -2.95
As -3.50 -0.40 -0.96
Si -3.96 -0.26 1.27
C -5.69 -0.85 1.78
C -3.90 1.58 1.73
C -2.80 -1.10 2.51
H -4.28 -4.82 -0.79
H -5.43 -3.49 -1.06
H -4.66 -3.68 0.51
H -1.40 -4.39 -0.54
H -1.69 -3.35 0.86
H -0.65 -2.79 -0.44
H -2.57 -4.08 -3.11
H -1.95 -2.43 -3.32
H -3.67 -2.75 -3.54
H -6.45 -0.38 1.16
H -5.89 -0.63 2.83
H -5.78 -1.93 1.63
H -4.63 2.14 1.13
H -2.92 2.01 1.52
H -4.13 1.73 2.79
H -2.78 -2.18 2.36
H -3.15 -0.91 3.53
H -1.78 -0.73 2.45
```

For the energy above the lowest of the compared OMol25 structures with the same formula, charge and spin, the calculation gives 0.000 eV. The largest force on an atom comes out at 0.40 eV/A. The molar mass is 873.138 g mol⁻¹. The net charge is -2. The value obtained for the orbital gap is 5.36 eV.

Atom charges from the Mulliken analysis, given in e for atoms 1 to 8:
1. K 1.499
2. C -0.363
3. C -0.775
4. C -0.087
5. C -0.224
6. C -0.175
7. C -0.775
8. C 1.704

***

2.
The following is a quantum chemistry calculation of C7H8BrNO5 in the gas phase, from the Open Molecules 2025 dataset.

XYZ file:
```
22
C7H8BrNO5 | the Open Molecules 2025 dataset | ωB97M-V/def2-TZVPD
C 1.48 -2.33 0.69
C 0.64 -1.20 0.06
C 1.42 0.21 0.05
C 0.33 1.18 -0.15
Br 0.57 2.47 -1.60
N 0.05 2.10 1.05
O -0.59 3.09 0.97
O 0.52 1.65 2.05
C -0.88 0.21 -0.33
C -2.24 0.76 -0.06
O -0.57 -0.81 0.60
C -0.76 -0.72 -1.70
O -1.48 -0.74 -2.66
O 0.35 -1.47 -1.35
H 1.70 -2.98 -0.22
H 2.33 -1.96 1.22
H 0.70 -2.78 1.40
H 1.98 0.39 0.89
H 2.19 0.17 -0.88
H -2.10 1.87 0.06
H -3.01 0.65 -0.86
H -2.64 0.24 0.77
```

For the energy above the lowest of the compared OMol25 structures with the same formula, charge and spin, the calculation gives 0.365 eV. The largest force on an atom comes out at 5.08 eV/A. The molar mass is 266.047 g mol⁻¹. The net charge is 0. The value obtained for the orbital gap is 10.34 eV. Its structure (SMILES) is C[C@]12C[C@](Br)([N+](=O)[O-])[C@](C)(O1)C(=O)O2.

Atom charges from the Mulliken analysis, given in e for atoms 1 to 8:
1. C -1.239
2. C 1.416
3. C -1.235
4. C 0.127
5. Br -0.062
6. N 0.974
7. O -0.553
8. O -0.625